# 1
{"formula": "C3H3NS3", "method": "the ωB97M-V functional and the def2-TZVPD basis", "species": ["C", "C", "C", "H", "H", "H", "N", "S", "S", "S"], "positions_angstrom": [[-0.1548, -0.1063, -0.1066], [0.0310, 0.0621, 1.3653], [-1.2952, -0.8996, -0.6746], [2.3121, 1.6945, -1.6767], [0.0055, 1.0780, 1.7095], [-1.2289, -0.9039, -1.7167], [0.6070, 0.4461, -0.9852], [1.9171, 1.3416, -0.4448], [0.2938, -1.1426, 2.4073], [-2.4876, -1.5699, 0.1227]], "homo_ev": -8.83, "smiles": "S=CC(C=S)=NS"}

---

# 2
{"formula": "C3H3NS4", "method": "the ωB97M-V functional and the def2-TZVPD basis", "species": ["C", "C", "C", "H", "H", "H", "N", "S", "S", "S", "S"], "positions_angstrom": [[1.7967, -0.4524, -0.4152], [-1.2058, 0.3917, 0.9791], [-1.3129, 0.9416, -0.3812], [2.2609, -0.8334, -1.3688], [0.4582, -1.8999, -0.6686], [-1.3241, 2.0435, -0.3810], [0.8038, -1.2595, 0.0312], [2.3882, 0.9128, 0.2516], [-0.1974, -0.9507, 1.4024], [-2.0073, 1.0714, 2.2214], [-1.6604, 0.0348, -1.6708]], "homo_ev": -8.90}

---

# 3
{"formula": "C3H3NiO3", "method": "the ωB97M-V functional and the def2-TZVPD basis", "species": ["O", "C", "O", "C", "H", "H", "C", "O", "Ni", "H"], "positions_angstrom": [[0.4357, 0.1017, 0.3018], [1.6437, -0.4185, -0.2246], [2.5829, 0.0254, 0.4963], [-1.8060, 0.4733, -0.2713], [-1.7350, 1.5281, -0.0035], [-2.7732, 0.0703, -0.5654], [-0.7860, -0.3610, -0.1082], [1.6388, -1.1108, -1.2167], [1.6419, 1.1358, 1.8042], [-0.8428, -1.4444, -0.2128]], "homo_ev": [-8.16, -10.23], "multiplicity": 4}

---

# 4
{"formula": "C3H3O2P", "method": "the ωB97M-V functional and the def2-TZVPD basis", "species": ["C", "C", "C", "O", "O", "P", "H", "H", "H"], "positions_angstrom": [[-1.3891, -0.5764, -0.9298], [-1.5322, -0.1297, -2.0465], [1.6695, 0.7649, 1.0170], [-0.6523, -1.5859, 1.4883], [0.8904, 1.4645, 0.4513], [-1.5541, -0.6120, 0.9202], [2.6528, 0.7672, 0.6437], [1.2555, -0.1362, 1.5167], [-1.3404, 0.0437, -3.0610]], "homo_ev": -10.16, "smiles": "C#CP=O.C=O"}

---

# 5
{"formula": "C3H3O2Pm", "method": "the ωB97M-V functional and the def2-TZVPD basis", "species": ["C", "C", "H", "H", "H", "O", "C", "Pm", "O"], "positions_angstrom": [[3.2272, -1.7728, -1.3683], [2.2092, -2.6342, -1.2144], [4.1101, -1.4715, -0.8041], [2.0848, -3.1853, -0.2699], [1.5964, -2.9572, -2.0637], [1.5806, 0.3905, -0.6956], [0.5472, -0.1370, -0.5367], [-3.0268, 0.0172, 0.1739], [-0.6033, -0.1567, -0.2762]], "charge": 3, "homo_ev": [-21.07, -23.67], "multiplicity": 6}

---

# 6
{"formula": "C3H3O2Sm", "method": "the ωB97M-V functional and the def2-TZVPD basis", "species": ["C", "C", "H", "H", "H", "O", "C", "O", "Sm"], "positions_angstrom": [[1.9972, -2.0479, -1.1537], [2.4836, -2.1724, -2.3901], [2.6270, -3.1644, -2.8328], [1.9636, -2.7817, -0.3445], [2.6357, -1.3058, -3.0389], [0.1678, 0.0161, -0.1226], [1.3387, -0.2008, -0.3143], [2.3785, 0.3571, -0.1625], [-2.2589, 0.1134, 0.1089]], "charge": 2, "homo_ev": [-17.07, -17.77], "multiplicity": 8}

---

# 7
{"formula": "C3H3O3Pb", "method": "the ωB97M-V functional and the def2-TZVPD basis", "species": ["C", "C", "O", "H", "H", "H", "O", "C", "Pb", "O"], "positions_angstrom": [[1.9869, 1.2738, 1.6632], [1.9965, 2.2229, 0.7911], [2.1872, 0.5425, 2.6164], [2.7035, 2.1648, -0.0434], [1.3288, 3.0798, 0.9282], [1.7415, -0.3350, 2.5984], [-0.1327, 1.0149, -1.1285], [-0.5044, 0.0082, -0.7164], [-1.7692, -2.9755, -0.3292], [-1.0183, -1.0214, -0.4932]], "charge": 3, "homo_ev": -22.76}

---

# 8
{"formula": "C3H3O3S", "method": "the ωB97M-V functional and the def2-TZVPD basis", "species": ["C", "C", "C", "O", "O", "O", "S", "H", "H", "H"], "positions_angstrom": [[-1.2107, 0.8922, -0.2496], [-0.1239, 0.1592, -0.1063], [-1.4280, -0.5260, 0.1366], [2.0311, 0.1156, 1.4984], [2.1275, 1.0920, -0.7840], [1.8324, -1.4116, -0.3662], [1.6960, -0.0449, 0.0513], [-1.6142, 1.8340, -0.5234], [-1.6402, -0.9660, 1.0653], [-1.6699, -1.1446, -0.7221]], "charge": -1, "homo_ev": -5.15, "smiles": "O=S(=O)([O-])C1=CC1"}

---

# 9
{"formula": "C3H3O3Tl", "method": "the ωB97M-V functional and the def2-TZVPD basis", "species": ["H", "O", "C", "O", "O", "Tl", "H", "C", "C", "H"], "positions_angstrom": [[0.3178, 1.2868, 2.8331], [1.1915, -0.2004, 1.2934], [0.8348, 0.9412, 1.0056], [0.4962, 1.8051, 2.0253], [0.4460, 1.3996, -0.1099], [0.1438, 3.6381, 0.4966], [-0.7038, -1.2927, -2.2073], [-0.9278, -2.5388, -1.8404], [-0.7978, -1.7511, -0.8801], [-1.0007, -3.2877, -2.6164]], "charge": -1, "homo_ev": [-0.27, -4.95], "multiplicity": 2}

---

# 10
{"formula": "C3H3O3Y", "method": "the ωB97M-V functional and the def2-TZVPD basis", "species": ["O", "C", "O", "Y", "C", "C", "H", "H", "O", "H"], "positions_angstrom": [[-1.7007, 1.2498, 1.4888], [-2.1768, 0.4152, 0.8118], [-1.9268, -0.4801, 0.0769], [-0.1290, -1.6150, -0.8351], [1.1886, -0.0541, 0.5446], [2.1525, 0.8284, 0.0784], [1.4828, -0.5996, 1.4519], [3.2167, 0.6314, 0.2579], [1.9576, 1.8348, -0.7029], [1.0711, 1.8545, -1.1017]], "charge": 3, "homo_ev": [-24.06, -24.90], "multiplicity": 2}

---

# 11
{"formula": "C3H3O4", "method": "the ωB97M-V functional and the def2-TZVPD basis", "species": ["C", "C", "C", "O", "O", "O", "O", "H", "H", "H"], "positions_angstrom": [[0.2270, 0.0987, 0.9914], [-0.0769, -0.5980, -0.0832], [0.0779, -2.3534, -0.4203], [0.1443, -3.0686, 0.5388], [0.0227, -2.4877, -1.6154], [0.1551, 1.5044, 0.9916], [-0.3578, -0.1127, -1.3645], [0.3934, -0.3011, 1.9655], [-0.1674, 1.6712, 0.0786], [-0.0463, -0.8966, -1.8011]], "charge": -1, "homo_ev": -3.98, "smiles": "O=C([O-])/C(O)=C/O"}

---

# 12
{"formula": "C3H3O4Tm", "method": "the ωB97M-V functional and the def2-TZVPD basis", "species": ["C", "C", "O", "O", "H", "H", "Tm", "O", "O", "C", "H"], "positions_angstrom": [[1.7953, -1.0251, 0.0416], [0.8070, -2.1152, 0.3806], [-0.4470, -1.6411, 0.5293], [1.3867, 0.1142, -0.1134], [2.8578, -1.2767, -0.0948], [0.8021, -2.9289, -0.3853], [-0.7866, 0.7018, 0.2180], [-3.2606, 4.4620, -0.8487], [-1.7364, 2.7849, -0.3820], [-2.5185, 3.6188, -0.6334], [1.1001, -2.6947, 1.2880]], "charge": 3, "homo_ev": [-25.48, -25.35], "multiplicity": 4}

---

Number 1: DFT total energy -1365.347683 Eh. Number 2: DFT total energy -1763.556290 Eh. Number 3: DFT total energy -1850.035200 Eh. Number 4: DFT total energy -607.822791 Eh. Number 5: DFT total energy -873.607875 Eh. Number 6: DFT total energy -923.792765 Eh. Number 7: DFT total energy -533.352060 Eh. Number 8: DFT total energy -739.986816 Eh. Number 9: DFT total energy -514.192305 Eh. Number 10: DFT total energy -378.760951 Eh. Number 11: DFT total energy -417.108389 Eh. Number 12: DFT total energy -1500.964055 Eh.